Entry 1:
Formula: C10H30O10
Source: OMol25
Level of theory: ωB97M-V/def2-TZVPD

Bonds (Å) are listed after each position.
Geometry (Å):
1 O 2.025 -5.278 -2.109  C2 1.477, H5 0.960
2 C 2.873 -5.313 -0.900  O1 1.477, C3 1.544, H6 1.090, H7 1.090
3 C 3.787 -4.069 -0.934  C2 1.544, O4 1.394, H8 1.090, H9 1.090
4 O 4.719 -4.231 -1.958  C3 1.394, H10 0.960
5 H 2.215 -6.094 -2.578  O1 0.960
6 H 2.220 -5.355 -0.028  C2 1.090
7 H 3.381 -6.273 -0.813  C2 1.090
8 H 4.273 -3.936 0.032  C3 1.090
9 H 3.069 -3.265 -1.095  C3 1.090
10 H 4.303 -4.620 -2.730  O4 0.960
11 O -1.938 4.210 1.840  C12 1.407, H15 0.960
12 C -2.566 3.656 2.971  O11 1.407, C13 1.562, H16 1.090, H17 1.090
13 C -3.481 2.594 2.283  C12 1.562, O14 1.394, H18 1.090, H19 1.090
14 O -2.793 1.452 1.876  C13 1.394, H20 0.960
15 H -2.592 4.858 1.568  O11 0.960
16 H -1.757 3.199 3.541  C12 1.090
17 H -2.970 4.437 3.615  C12 1.090
18 H -4.042 3.016 1.449  C13 1.090
19 H -4.421 2.437 2.814  C13 1.090
20 H -2.240 1.836 1.193  O14 0.960
21 O -1.437 -3.517 -1.549  C22 1.461, H25 0.960
22 C -2.601 -2.694 -1.865  O21 1.461, C23 1.573, H26 1.090, H27 1.090
23 C -2.615 -2.862 -3.429  C22 1.573, O24 1.396, H28 1.090, H29 1.090
24 O -3.436 -1.846 -3.919  C23 1.396, H30 0.960
25 H -1.407 -4.215 -2.207  O21 0.960
26 H -3.528 -3.145 -1.511  C22 1.090
27 H -2.543 -1.651 -1.556  C22 1.090
28 H -3.179 -3.777 -3.606  C23 1.090
29 H -1.633 -2.871 -3.902  C23 1.090
30 H -3.505 -1.812 -4.876  O24 0.960
31 O 0.455 5.796 3.056  C32 1.419, H35 0.960
32 C 1.624 5.037 3.318  O31 1.419, C33 1.585, H36 1.090, H37 1.090
33 C 2.090 4.251 2.024  C32 1.585, O34 1.438, H38 1.090, H39 1.090
34 O 1.180 3.140 2.092  C33 1.438, H40 0.960
35 H -0.164 5.168 2.676  O31 0.960
36 H 2.396 5.703 3.704  C32 1.090
37 H 1.481 4.295 4.104  C32 1.090
38 H 3.119 3.892 1.995  C33 1.090
39 H 1.903 4.853 1.135  C33 1.090
40 H 0.978 2.895 1.186  O34 0.960
41 O 0.138 1.297 0.426  C42 1.433, H45 0.960
42 C 1.175 0.865 -0.462  O41 1.433, C43 1.547, H46 1.090, H47 1.090
43 C 0.769 -0.365 -1.308  C42 1.547, O44 1.484, H48 1.090, H49 1.090
44 O 0.085 -1.348 -0.432  C43 1.484, H50 0.960
45 H -0.390 0.517 0.613  O41 0.960
46 H 1.677 1.589 -1.105  C42 1.090
47 H 1.987 0.466 0.145  C42 1.090
48 H 1.581 -0.901 -1.799  C43 1.090
49 H 0.023 0.023 -2.003  C43 1.090
50 H -0.287 -2.044 -0.979  O44 0.960

Values from the calculation:
energy: -31327.025 eV
multiplicity: 1
net charge: 0
HOMO-LUMO gap: 9.820 eV
SMILES string: OCCO.OCCO.OCCO.OCCO.OCCO

=====

Entry 2:
Formula: C11H11N
Source: OMol25
Level of theory: ωB97M-V/def2-TZVPD

Bonds (Å) are listed after each position.
Geometry (Å):
1 C -0.655 -0.996 1.991  C9 1.247, N12 1.244
2 C 0.394 -1.520 -2.454  C3 1.361, C4 1.390, H13 1.057
3 C 1.484 -0.808 -2.059  C2 1.361, C5 1.427, H14 1.049
4 C -0.849 -1.232 -1.903  C2 1.390, C6 1.373, H15 1.050
5 C 1.318 0.277 -1.147  C3 1.427, C7 1.370, H16 1.009
6 C -1.014 -0.036 -1.249  C4 1.373, C7 1.386, H17 1.009
7 C 0.066 0.701 -0.786  C5 1.370, C6 1.386, C11 1.471
8 C 1.609 -0.135 2.548  C9 1.314, H18 0.998, H19 1.066
9 C 0.567 -0.750 2.035  C1 1.247, C8 1.314
10 C -1.218 1.986 0.830  C11 1.317, H20 1.146, H22 0.999
11 C -0.168 1.895 0.040  C7 1.471, C10 1.317, H23 1.171
12 N -1.831 -1.343 1.781  C1 1.244, H21 1.003
13 H 0.543 -2.327 -3.120  C2 1.057
14 H 2.442 -1.039 -2.420  C3 1.049
15 H -1.696 -1.816 -2.115  C4 1.050
16 H 2.201 0.638 -0.820  C5 1.009
17 H -1.945 0.322 -1.092  C6 1.009
18 H 1.729 0.674 3.120  C8 0.998
19 H 2.497 -0.712 2.429  C8 1.066
20 H -1.544 2.860 1.495  C10 1.146
21 H -2.473 -0.740 2.262  N12 1.003
22 H -1.907 1.270 0.933  C10 0.999
23 H 0.448 2.832 -0.300  C11 1.171

Values from the calculation:
energy: -13068.133 eV
multiplicity: 3
net charge: 0
HOMO-LUMO gap (alpha / beta): 7.416 / 6.488 eV

=====

Entry 3:
Formula: C10H15N3
Source: OMol25
Level of theory: ωB97M-V/def2-TZVPD

Bonds (Å) are listed after each position.
Geometry (Å):
1 H -3.443 2.421 0.125  N2 1.013
2 N -2.884 1.696 -0.309  H1 1.013, C3 1.270
3 C -3.094 0.531 0.150  N2 1.270, C4 1.514, N5 1.360
4 C -4.060 0.152 1.252  C3 1.514, H15 1.088, H16 1.089, H17 1.089
5 N -2.459 -0.539 -0.400  C3 1.360, C6 1.446, H18 1.007
6 C -1.392 -0.389 -1.364  N5 1.446, C7 1.509, H19 1.090, H20 1.098
7 C -0.027 -0.592 -0.752  C6 1.509, C8 1.391, C14 1.384
8 C 0.320 -1.830 -0.222  C7 1.391, C9 1.381, H21 1.081
9 C 1.565 -2.020 0.345  C8 1.381, C10 1.385, H22 1.081
10 C 2.481 -0.981 0.380  C9 1.385, C11 1.387, H23 1.082
11 C 2.155 0.259 -0.147  C10 1.387, C12 1.517, C14 1.391
12 C 3.128 1.423 -0.150  C11 1.517, N13 1.448, H24 1.096, H25 1.095
13 N 4.455 1.187 0.382  C12 1.448, H26 1.015, H27 1.014
14 C 0.893 0.441 -0.702  C7 1.384, C11 1.391, H28 1.080
15 H -4.573 1.032 1.632  C4 1.088
16 H -4.802 -0.548 0.870  C4 1.089
17 H -3.526 -0.324 2.074  C4 1.089
18 H -2.492 -1.408 0.107  N5 1.007
19 H -1.486 0.620 -1.767  C6 1.090
20 H -1.544 -1.121 -2.168  C6 1.098
21 H -0.382 -2.652 -0.264  C8 1.081
22 H 1.832 -2.984 0.754  C9 1.081
23 H 3.453 -1.153 0.822  C10 1.082
24 H 3.248 1.770 -1.183  C12 1.096
25 H 2.688 2.248 0.419  C12 1.095
26 H 4.917 0.446 -0.134  N13 1.015
27 H 4.403 0.909 1.356  N13 1.014
28 H 0.628 1.407 -1.107  C14 1.080

Values from the calculation:
energy: -15083.865 eV
multiplicity: 1
net charge: 0
HOMO-LUMO gap: 9.570 eV
SMILES string: [H]/N=C(\C)NCc1cccc(CN)c1

=====

Entry 4:
Formula: C4H6O2
Source: OMol25
Level of theory: ωB97M-V/def2-TZVPD

Bonds (Å) are listed after each position.
Geometry (Å):
1 C 0.274 1.566 0.908  C2 1.500, H7 1.092, H8 1.097, H9 1.091
2 C 0.694 0.306 0.210  C1 1.500, O3 1.198, C4 1.865
3 O 1.800 -0.150 0.146  C2 1.198
4 C -0.815 -0.689 -0.249  C2 1.865, O5 1.215, C6 1.381, H11 1.286
5 O -1.857 -0.175 0.105  C4 1.215
6 C -0.335 -1.785 -0.936  C4 1.381, H10 1.087, H12 1.085
7 H 1.086 1.876 1.568  C1 1.092
8 H 0.089 2.355 0.169  C1 1.097
9 H -0.654 1.411 1.460  C1 1.091
10 H -1.005 -2.540 -1.340  C6 1.087
11 H 0.045 -0.172 -1.053  C4 1.286
12 H 0.733 -1.976 -0.919  C6 1.085

Values from the calculation:
energy: -8336.206 eV
multiplicity: 1
net charge: 0
HOMO-LUMO gap: 8.470 eV

=====

In eV/A, the max |F| values for the records above are, in order, 3.23, 4.61, 0.61, 0.75.
In kcal/mol, the energy relative to the best compared isomer or geometry (same formula, charge and spin) values for the records above are, in order, 52.6, 0.0, 1.1, 98.1.